[1]
17
Properties=species:S:1:pos:R:3:forces:R:3 method="wB97M-V/def2-TZVPD" e_homo_ev="-3.46 / -8.10" multiplicity=2 homo_lumo_gap_ev="3.774 / 8.410" s2=0.753
N -0.49824 -0.19814 0.09104 5.6112 -1.2268 0.8739
C -1.66814 0.00712 -0.37967 -5.5765 2.6967 1.6829
N -2.00333 -0.31746 -1.62924 0.2324 -0.3604 -3.9914
H 0.34997 -0.54134 -0.55941 -2.3130 0.8915 2.2506
H -0.46078 -0.26654 1.10768 0.4670 0.1054 -0.5532
H -2.36828 0.77203 0.14436 1.1599 -1.0869 -0.5996
H -2.99845 -0.22371 -1.75665 0.0795 0.0775 -0.4188
H -1.47614 0.16248 -2.44403 -0.8720 -0.5955 1.2117
H -2.19556 0.81826 3.36866 0.4544 -0.6751 -0.4804
H -2.29477 1.93294 2.51916 -0.4142 1.8595 -0.8168
O -1.92804 1.07425 2.46480 -0.0180 -1.1658 1.5829
H 1.59034 -1.92234 -1.28842 0.3561 -2.0812 -0.2871
H 2.44526 -0.71232 -0.65413 -0.4013 -0.4172 -0.1443
O 1.61914 -1.02050 -1.08892 1.0412 1.9370 -0.3229
H 4.45051 0.31464 -0.41779 -1.0585 0.1438 0.4741
H 3.97414 0.13977 1.03022 -0.6970 0.2557 -1.0496
O 3.62185 0.33282 0.12360 1.9488 -0.3582 0.5880


[2]
18
Properties=species:S:1:pos:R:3:forces:R:3 method="wB97M-V/def2-TZVPD" smiles="N=C(N)N.O.O.O" e_homo_ev=-9.28 homo_lumo_gap_ev=9.929
N 0.59483 -0.72187 0.72671 -0.2654 -0.8489 0.1130
C -0.67792 -0.48534 0.63615 0.5280 0.9571 -0.0569
N -1.41379 -0.61904 -0.48652 -0.5003 -0.4664 -0.3226
N -1.33006 0.06703 1.71472 -0.1973 0.5449 -0.1176
H 0.85450 -1.38897 0.00786 0.3052 0.2642 -0.2935
H -2.31892 -0.18725 -0.54668 -0.0670 -0.1689 0.1311
H -0.99080 -0.83600 -1.38229 0.0591 0.0073 0.2011
H -0.67914 0.46911 2.37063 0.2263 -0.2392 0.3357
H -2.03151 0.75270 1.46829 -0.1093 -0.1583 0.0269
O -0.73505 -0.48006 -3.27944 0.2484 0.0628 -0.2602
H -0.29832 0.35971 -3.08084 0.0806 0.0767 0.1719
H -0.18978 -0.86042 -3.98016 -0.1676 -0.0354 0.1506
O 1.81700 0.19908 3.09614 0.1458 -0.1565 -0.0113
H 2.29104 -0.43906 3.63798 -0.0341 0.1059 0.0791
H 1.64388 -0.27641 2.25740 -0.2923 0.1516 -0.0310
O 1.02401 1.37928 -1.40286 -0.1654 0.0899 -0.1553
H 1.58515 2.13450 -1.20090 -0.0458 -0.0963 0.0319
H 0.85486 0.93302 -0.55617 0.2512 -0.0904 0.0071


[3]
17
Properties=species:S:1:pos:R:3:forces:R:3 method="wB97M-V/def2-TZVPD" smiles=NCO.O.O.O e_homo_ev=-9.28 homo_lumo_gap_ev=10.012
N 0.77915 2.33186 1.00711 2.4337 0.2089 2.6813
C 0.20253 2.50055 -0.22632 0.3152 -0.4636 -3.7667
O -0.26262 1.21891 -0.84794 0.0885 0.6183 0.5400
H 0.18421 1.91627 1.71390 0.2115 0.2252 -0.2350
H 1.74757 2.58395 1.38471 -2.2382 -0.5334 -1.6307
H -0.68642 3.10615 -0.22654 -0.8570 -0.1504 0.3411
H 0.77811 3.02355 -1.07796 0.1350 -0.7510 1.8652
H 0.43901 0.54459 -0.91179 0.0075 0.7925 0.0749
O -1.03590 -1.88054 -1.68668 1.2374 -1.8307 -0.6709
H -0.87514 -2.05241 -2.65190 -0.2788 0.3672 1.3753
H -0.52440 -2.63384 -1.24033 -0.8460 1.6109 -0.6405
O -1.02582 -0.91432 1.15321 2.4532 -2.8824 0.7789
H -0.82156 -0.56909 0.31283 -0.2278 1.1025 -1.7095
H -1.69924 -0.46028 1.56040 -2.3047 1.7548 0.9925
O 1.03136 -2.78782 0.16154 0.0067 -2.5691 2.4743
H 0.64640 -2.24842 0.88490 -0.0446 0.1206 -0.6419
H 1.12277 -3.67910 0.69083 -0.0915 2.3795 -1.8284


[4]
18
Properties=species:S:1:pos:R:3:forces:R:3 method="wB97M-V/def2-TZVPD" smiles="NC=O.O.O.O.O" e_homo_ev=-10.13 homo_lumo_gap_ev=10.616
N 0.94248 -0.80994 1.28371 0.1929 0.2335 -0.0384
C 1.18539 -1.81802 0.42579 -1.3274 0.8591 0.5596
O 0.85770 -1.70910 -0.75036 0.5878 -0.8567 -0.3187
H 1.00950 -0.83395 2.29235 0.2244 -0.2767 -0.3131
H 0.52561 0.04796 0.90086 0.1165 -0.5233 0.3172
H 1.55303 -2.75397 0.87501 0.2189 0.1458 -0.1849
O -0.45764 0.90490 3.21507 -0.1351 -0.3155 0.4722
H -1.27596 0.39560 3.25739 0.1144 0.0706 0.0006
H -0.64676 1.60416 2.59100 0.0645 0.1603 -0.3544
O -0.55242 1.38912 0.17733 0.2586 0.5566 -0.4993
H 0.05682 1.45192 -0.63540 -0.4982 -0.4223 1.1069
H -1.00903 2.23096 0.25325 -0.0450 0.0442 -0.0691
O -1.95082 0.42592 -2.41535 -0.1523 -0.6821 0.5784
H -1.56214 0.05731 -1.60325 -0.0116 0.4125 0.0267
H -2.65047 -0.22169 -2.56455 -0.0757 0.2307 -0.4438
O 0.79723 0.72400 -1.84943 -0.5368 -0.0271 -1.0757
H 0.77884 -0.26474 -1.79049 0.1889 0.6419 0.4370
H -0.02066 0.93955 -2.34774 0.8150 -0.2515 -0.2010


[5]
17
Properties=species:S:1:pos:R:3:forces:R:3 method="wB97M-V/def2-TZVPD" e_homo_ev=-3.03 charge=-1 homo_lumo_gap_ev=6.075
C 1.86012 1.35073 -2.19640 -0.1045 0.9085 -0.9315
S 0.44219 0.92687 -1.14784 0.0921 -0.3724 0.5573
H 1.49787 2.15133 -2.83798 -0.0757 0.2917 -0.2413
H 2.75379 1.80919 -1.76023 -0.0526 -0.4295 0.5567
H 2.18494 0.61066 -2.93468 -0.0238 -0.4643 0.4445
H 2.30208 -0.41612 1.87482 0.0492 -0.1336 0.1126
H 1.30531 -0.54018 0.78681 -0.4591 0.3069 -0.9835
O 1.83136 -1.08974 1.37279 0.4112 -0.1373 0.6673
H -3.44143 -3.75369 -3.02090 0.0379 -0.0772 -0.1381
H -2.94219 -4.48009 -1.80573 0.0896 -0.1420 -0.0203
O -3.22017 -4.64034 -2.71439 -0.1021 0.2316 0.1568
H 0.02077 2.70016 3.44794 -0.0328 -0.0571 -0.0735
H -0.50703 1.27712 3.25545 -0.0172 0.0276 0.0002
O 0.10365 1.80671 3.79214 0.0182 -0.0125 0.1523
H -1.94839 0.21955 1.05180 0.4811 0.0081 -0.4051
H -0.71112 1.19758 1.22037 -0.0681 -0.3871 -0.8996
O -1.53176 0.87025 1.61600 -0.2433 0.4385 1.0452


[6]
17
Properties=species:S:1:pos:R:3:forces:R:3 method="wB97M-V/def2-TZVPD" e_homo_ev=-3.08 charge=-1 homo_lumo_gap_ev=6.526
C -0.84912 1.19720 -0.86998 -1.0870 -0.0103 -0.2718
S 0.61125 1.07825 0.24377 -1.1143 0.4026 0.4210
H -1.36785 0.23421 -0.89069 0.2303 -0.0764 -0.2436
H -0.52435 1.42343 -1.89711 -0.0806 -0.1209 0.2033
H -1.72961 1.88643 -0.68053 1.2871 -0.1340 0.3934
H -1.36508 1.42324 3.39062 0.0927 0.0681 -0.1600
H -0.71024 0.36148 2.51044 -0.1249 0.2830 -0.1768
O -1.43750 0.49806 3.14666 0.0942 -0.3076 0.1148
H -2.04787 -1.79452 0.19217 0.2657 0.5673 -0.4052
H -3.26677 -2.58460 0.20556 -0.3854 0.0454 -0.3770
O -2.82774 -1.93707 -0.36266 0.1381 -0.5747 0.7899
H 3.24733 -1.24217 0.30916 -0.4305 0.1716 -0.3176
H 2.27601 -2.38664 -0.10920 0.0867 0.5446 -0.0004
O 2.85541 -2.07201 0.59289 0.2941 -0.6523 0.3164
H 2.90924 1.66637 -2.47345 -0.4636 0.3081 0.2496
H 1.71852 1.26541 -1.37638 0.7458 0.0951 0.0608
O 2.50837 0.98295 -1.93129 0.4514 -0.6095 -0.5969


Energy above the lowest of the compared OMol25 structures with the same formula, charge and spin for the records above, in order: 0.908 0.117 1.445 0.466 0.955 1.209 eV